Entry 1:
Here is a cluster of 8 separate species, C43H86F4N2O14 in total from the OMol25 dataset. Energies are from wB97M-V/def2-TZVPD.

Values from the calculation:
Largest force on an atom, eV Å⁻¹: 7.61
DFT total energy, eV: -88477.28073
Orbital gap, Ha: 0.257
Highest occupied orbital energy, eV: -8.7

Last column: Löwdin charge in e.
Atoms and positions in Å:
C 0.00141 -4.73892 4.48873  -0.14
C -0.55733 -4.61439 2.93162  -0.24
C 0.59153 -3.89413 1.98552  -0.21
C 0.73597 -4.54322 0.48787  -0.19
C 1.09235 -3.47752 -0.70467  -0.19
C 1.93184 -2.15167 -0.22979  -0.05
C 3.31077 -2.35188 0.65120  0.00
C 4.18645 -1.05022 1.12741  0.04
C 3.64820 0.45803 0.66893  0.01
C 4.58666 1.72408 1.17422  -0.19
F 5.57353 1.23948 2.20713  -0.05
F 5.44085 2.29108 0.06512  -0.03
C 3.75209 2.94304 1.88434  -0.07
F 2.42129 2.49729 2.35978  -0.04
F 3.59383 4.10532 0.93214  -0.06
C 2.26694 0.64343 -0.24811  -0.08
N 1.91169 2.05015 -0.63776  0.06
C 0.64426 2.12005 -1.43996  -0.04
C -0.19912 0.79645 -1.86789  -0.06
N 0.11535 -0.62872 -1.50789  0.05
C 1.37925 -0.64355 -0.69536  -0.09
H -0.67819 -4.10932 5.24148  0.07
H 1.09552 -4.34844 4.63156  0.06
H 0.01780 -5.89318 4.78861  0.08
H -1.49465 -3.87762 3.00006  0.11
H -0.94039 -5.64291 2.51739  0.10
H 1.63223 -4.09193 2.53477  0.10
H 0.36884 -2.74351 2.01004  0.12
H 1.60241 -5.35994 0.50354  0.10
H -0.25949 -5.16933 0.27801  0.12
H 0.09906 -3.25854 -1.28376  0.10
H 1.79879 -4.06013 -1.46947  0.12
H 3.60858 -3.47599 0.91402  0.10
H 5.16335 -1.24458 1.74182  0.10
H 4.38180 3.34670 2.80572  0.19
H 0.26958 3.19912 -1.76870  0.12
H -1.17211 0.97267 -2.53706  0.11
C 0.80518 1.41483 4.41130  -0.12
O 0.13008 1.29969 5.65943  -0.19
C -0.92068 0.32857 5.61751  -0.19
C -0.49012 -0.98503 6.27801  -0.19
O 0.54036 -1.63161 5.52425  -0.22
C 1.82972 -1.43984 6.09838  -0.11
H 1.72228 1.98834 4.56911  0.08
H 1.07365 0.43840 4.00150  0.08
H 0.17129 1.95300 3.69887  0.09
H -1.25760 0.15989 4.58774  0.12
H -1.76227 0.74564 6.18038  0.12
H -1.34712 -1.66723 6.29425  0.12
H -0.17265 -0.82010 7.31442  0.13
H 1.93240 -2.06651 6.98965  0.09
H 2.00911 -0.39316 6.35925  0.08
H 2.57979 -1.74672 5.36481  0.09
C 2.45758 5.37412 -3.43137  -0.11
O 1.89751 5.83065 -2.20468  -0.21
C 2.89851 6.06933 -1.20971  -0.20
C 3.19871 7.56526 -1.07100  -0.18
O 3.82505 8.08045 -2.25014  -0.19
C 2.91239 8.79646 -3.07672  -0.11
H 1.68535 5.43066 -4.20297  0.09
H 3.30596 5.98670 -3.74508  0.08
H 2.77396 4.33122 -3.32532  0.08
H 3.81153 5.50286 -1.42855  0.13
H 2.49693 5.70187 -0.25958  0.11
H 3.90747 7.70624 -0.24767  0.12
H 2.28967 8.12965 -0.83176  0.12
H 2.69735 9.77143 -2.62859  0.08
H 1.98023 8.24533 -3.22875  0.07
H 3.38379 8.95361 -4.05038  0.09
C -4.94515 -4.70430 -0.63534  -0.11
O -5.09307 -3.33899 -1.01067  -0.20
C -3.86025 -2.61729 -0.91978  -0.18
C -3.22487 -2.42640 -2.30074  -0.19
O -2.79629 -3.67560 -2.85203  -0.21
C -3.70293 -4.17209 -3.83201  -0.11
H -5.84597 -5.24328 -0.94019  0.09
H -4.08313 -5.16904 -1.11947  0.08
H -4.84200 -4.77735 0.45233  0.09
H -3.16552 -3.11340 -0.23158  0.12
H -4.09761 -1.63292 -0.50301  0.11
H -2.33018 -1.80358 -2.19248  0.10
H -3.91150 -1.91188 -2.98334  0.13
H -3.59499 -3.59794 -4.75739  0.09
H -4.74010 -4.12845 -3.48825  0.08
H -3.44955 -5.21596 -4.03463  0.09
C -6.62931 2.69006 1.05187  -0.11
O -6.43122 1.98503 -0.16900  -0.20
C -6.19045 0.59044 0.04565  -0.20
C -7.44564 -0.24057 -0.23916  -0.19
O -8.47623 0.03198 0.71566  -0.19
C -9.47741 0.90130 0.19530  -0.11
H -7.02840 3.67987 0.81540  0.09
H -7.33784 2.17869 1.70754  0.08
H -5.67031 2.81057 1.56644  0.09
H -5.81958 0.40855 1.06141  0.13
H -5.40440 0.29146 -0.65562  0.11
H -7.19382 -1.30211 -0.14011  0.12
H -7.80504 -0.07480 -1.26164  0.13
H -10.11472 0.35140 -0.50404  0.09
H -9.04310 1.77110 -0.30530  0.08
H -10.09165 1.25289 1.02838  0.09
C 2.07623 -3.62910 -7.32160  -0.11
O 1.21252 -2.76475 -6.59101  -0.20
C 0.67129 -3.39934 -5.42770  -0.18
C 1.40200 -2.94952 -4.15848  -0.20
O 2.75540 -3.41456 -4.14635  -0.20
C 3.68032 -2.39193 -4.50356  -0.10
H 2.62559 -3.02834 -8.05112  0.09
H 2.79770 -4.12917 -6.67135  0.08
H 1.48131 -4.37633 -7.85704  0.09
H 0.69474 -4.49085 -5.52998  0.13
H -0.37754 -3.09282 -5.35675  0.12
H 0.90509 -3.39618 -3.29033  0.09
H 1.36113 -1.85978 -4.04482  0.12
H 3.79458 -1.69185 -3.67022  0.08
H 3.36534 -1.85142 -5.40045  0.08
H 4.64744 -2.86034 -4.70403  0.09
C -1.94519 9.47665 0.22751  -0.11
O -2.09312 10.84196 -0.14782  -0.20
C -0.86030 11.56366 -0.05694  -0.19
C -0.22492 11.75454 -1.43789  -0.19
O 0.20366 10.50535 -1.98919  -0.22
C -0.70298 10.00886 -2.96916  -0.10
H -2.84601 8.93766 -0.07734  0.09
H -1.08318 9.01191 -0.25662  0.08
H -1.84205 9.40360 1.31518  0.09
H -0.16557 11.06755 0.63127  0.12
H -1.09766 12.54803 0.35984  0.12
H 0.66977 12.37737 -1.32964  0.12
H -0.91155 12.26907 -2.12049  0.13
H -0.59504 10.58301 -3.89454  0.09
H -1.74014 10.05249 -2.62541  0.08
H -0.44959 8.96499 -3.17178  0.08
C 3.61412 -6.63108 3.14980  -0.11
O 2.46320 -7.24114 2.57531  -0.21
C 2.76941 -7.93709 1.36253  -0.20
C 2.85868 -9.44855 1.59643  -0.19
O 3.98117 -9.78095 2.41962  -0.20
C 3.60228 -10.04638 3.76678  -0.11
H 3.36531 -6.32002 4.16776  0.09
H 4.46071 -7.32002 3.19547  0.09
H 3.88953 -5.74522 2.56809  0.07
H 3.69258 -7.55281 0.91254  0.13
H 1.94930 -7.73722 0.66503  0.11
H 3.01435 -9.94444 0.63209  0.12
H 1.92823 -9.83683 2.02726  0.13
H 3.12359 -11.02862 3.82753  0.09
H 2.92744 -9.28087 4.15968  0.08
H 4.50679 -10.05779 4.38050  0.09

Entry 2:
Here is a structure of composition C43H89F3N4O7Y from the OMol25 dataset. Energies are from wB97M-V/def2-TZVPD.

Values from the calculation:
Largest force on an atom, eV Å⁻¹: 7.58
DFT total energy, eV: -75509.76253
Orbital gap, Ha: 0.217
Total charge: +1
Highest occupied orbital energy, eV: -9.5
ΔE to the lowest compared entry with this formula, charge and spin, kcal/mol: 68.87

Last column: Löwdin charge in e.
Atoms and positions in Å:
Y 1.30881 -1.96440 -2.55482  1.88
C -0.61700 0.92262 0.67549  -0.05
C 0.34874 -0.30874 0.64515  -0.51
C -0.23393 -1.40909 1.65062  -0.05
O 0.49147 -0.66815 -0.71673  -0.39
H -0.23254 1.75656 0.08827  0.07
H -0.84082 1.19860 1.70594  0.07
H -1.58381 0.54820 0.33906  0.06
H 1.34193 -0.14602 1.06372  0.09
H -1.31228 -1.55124 1.57947  0.07
H -0.04111 -1.28724 2.71649  0.07
H 0.14934 -2.38768 1.36158  0.03
C 0.08360 -0.22716 -5.02749  -0.34
O -0.57588 -0.57365 -3.84271  -0.21
O 1.23044 -0.98416 -4.72890  -0.30
C -0.76452 -0.54363 -6.35102  -0.58
F -1.75977 0.33885 -6.50099  0.13
F -0.18398 -0.47509 -7.51914  0.19
F -1.41675 -1.69157 -6.34874  0.15
C -1.61415 0.26079 -3.28581  -0.18
C -2.44219 -0.70959 -2.39497  -0.05
H -3.03498 -1.34264 -3.05524  0.08
H -1.78285 -1.29475 -1.75392  0.03
H -3.16370 -0.21564 -1.74416  0.07
H -2.33553 0.61259 -4.02333  0.11
H -1.17784 1.14639 -2.82381  0.12
H 0.30192 0.83669 -4.93450  0.16
C -4.71628 2.75793 -2.77881  -0.02
C -4.29755 3.54537 -1.52794  -0.47
C -4.78815 4.93734 -1.73343  -0.20
C -4.80124 5.82029 -0.52951  -0.18
C -5.59639 5.15914 0.63621  -0.11
C -5.21863 3.65202 0.90718  -0.49
N -5.01113 2.97361 -0.33245  -0.15
O -4.80257 1.66729 -0.16343  -0.02
C -3.93238 3.71096 1.79726  -0.02
C -6.42304 2.97007 1.61295  -0.02
C -2.78250 3.69250 -1.35530  -0.02
H -4.35977 1.73454 -2.66189  0.06
H -4.20923 2.99811 -3.71332  0.09
H -5.79944 2.81428 -2.88694  0.09
H -4.36105 5.46524 -2.58608  0.13
H -5.81432 4.90671 -2.09968  0.12
H -5.31073 6.72874 -0.85081  0.11
H -3.79465 6.08995 -0.20987  0.10
H -6.62168 5.28192 0.28721  0.11
H -5.64163 5.64035 1.61319  0.12
H -3.66487 2.65913 1.89818  0.07
H -3.15996 4.38333 1.42394  0.08
H -4.22565 3.85646 2.83693  0.08
H -6.62715 3.40525 2.59124  0.09
H -7.33551 2.98629 1.01694  0.09
H -6.14738 1.93181 1.79770  0.07
H -2.30235 3.76769 -2.33095  0.08
H -2.35878 2.82770 -0.84472  0.06
H -2.38083 4.47705 -0.71402  0.07
H -5.65635 1.25281 -0.01904  0.10
C -2.65330 -4.26379 -0.93952  -0.01
C -1.31416 -4.95342 -1.41137  -0.42
C -1.52180 -6.54039 -1.27317  -0.13
C -2.22771 -7.13165 -2.43129  -0.19
C -1.41881 -6.78282 -3.65480  -0.16
C -1.32822 -5.29593 -3.87469  -0.47
N -0.82488 -4.53446 -2.71072  -0.11
O -0.63837 -3.19983 -2.91419  -0.13
C -0.31554 -5.10778 -5.13803  0.00
C -2.63357 -4.77219 -4.42686  -0.03
C -0.24130 -4.57118 -0.31453  -0.03
H -2.94891 -4.40572 0.09998  0.09
H -3.53890 -4.50863 -1.52592  0.07
H -2.56264 -3.18023 -1.01551  0.06
H -0.59131 -7.05868 -1.04153  0.13
H -2.22300 -6.70153 -0.45435  0.12
H -3.19993 -6.65264 -2.54720  0.12
H -2.18173 -8.22043 -2.40788  0.13
H -1.91214 -7.32579 -4.46096  0.13
H -0.41621 -7.20375 -3.57934  0.13
H -0.41689 -4.21441 -5.75425  0.07
H 0.65316 -5.34673 -4.69914  0.08
H -0.56170 -5.91343 -5.82971  0.08
H -2.63968 -3.72302 -4.72235  0.08
H -3.05645 -5.47237 -5.14729  0.11
H -3.35858 -4.71541 -3.61493  0.07
H 0.78660 -4.81947 -0.57886  0.07
H -0.41834 -4.92556 0.70094  0.10
H -0.20294 -3.48989 -0.44656  0.02
H -1.54702 -2.94519 -3.09058  0.08
C 2.61976 1.43021 -2.70961  -0.01
C 3.85617 0.92513 -1.78539  -0.42
C 3.77168 1.65398 -0.43374  -0.12
C 4.81512 1.24727 0.63276  -0.18
C 4.79328 -0.18048 0.96199  -0.13
C 4.65380 -0.99761 -0.38680  -0.37
N 3.70325 -0.56033 -1.52539  -0.17
O 3.73969 -1.31383 -2.60573  -0.10
C 6.07747 -1.44269 -0.93501  -0.01
C 3.95753 -2.33113 0.09559  -0.04
C 5.14414 1.37882 -2.55170  -0.02
H 2.41588 0.85723 -3.61416  0.05
H 2.74117 2.47959 -2.97825  0.09
H 1.70245 1.38914 -2.12229  0.06
H 3.61502 2.71027 -0.65239  0.13
H 2.77543 1.43331 -0.05049  0.10
H 4.65314 1.84207 1.53169  0.12
H 5.72007 1.51528 0.08747  0.11
H 3.93968 -0.23271 1.63781  0.11
H 5.69334 -0.38573 1.54152  0.13
H 6.57783 -0.67600 -1.52655  0.08
H 6.56206 -1.82028 -0.03462  0.09
H 6.12385 -2.28738 -1.62236  0.08
H 4.63980 -2.70310 0.85995  0.09
H 3.00180 -2.18371 0.59853  0.07
H 3.76051 -3.03894 -0.70958  0.06
H 4.93994 2.37903 -2.93376  0.09
H 5.31501 0.75821 -3.43133  0.09
H 5.99979 1.44864 -1.88007  0.07
H 4.68517 -1.43233 -2.72245  0.11
C 2.11942 2.67066 3.78824  -0.03
C 2.23894 2.93547 5.33995  -0.42
C 0.83851 2.66599 6.10316  -0.10
C 0.57408 1.14641 6.27851  -0.19
C 1.77427 0.45026 6.86898  -0.17
C 3.15338 0.70460 6.23746  -0.50
N 3.31204 2.12649 6.02038  -0.08
O 4.69313 2.38669 5.51479  -0.02
C 4.07004 0.25208 7.37033  -0.05
C 3.38928 -0.16570 4.90632  -0.01
C 2.67423 4.40507 5.58591  -0.05
H 2.15734 3.58840 3.20138  0.07
H 2.94544 2.16674 3.28639  0.05
H 1.18537 2.15572 3.56355  0.06
H 0.59804 3.32378 6.93838  0.11
H -0.00253 2.92217 5.45886  0.10
H -0.25927 1.03586 6.97234  0.11
H 0.27164 0.63738 5.36335  0.10
H 1.66462 -0.63327 6.91421  0.12
H 1.68913 0.76002 7.91057  0.12
H 3.80484 -0.74173 7.73105  0.08
H 4.17265 0.85571 8.27211  0.09
H 5.04952 0.06994 6.92814  0.08
H 3.13875 -1.22644 4.89302  0.08
H 4.32937 0.04460 4.39633  0.07
H 2.68142 0.27129 4.20199  0.04
H 1.92183 5.12087 5.25480  0.08
H 2.72663 4.46367 6.67307  0.08
H 3.59869 4.69157 5.08453  0.08
H 4.94860 3.09512 6.11015  0.09